Record 1
This record from the Open Molecules 2025 dataset describes C14H18O3 in the gas phase at a distorted geometry. The level of theory is wB97M-V/def2-TZVPD.

Properties
Max |F| ... 5.4 eV/A
Energy ... -769.892078 a.u.
Energy above the lowest of the compared OMol25 structures with the same formula, charge and spin ... 3.6626 eV
SMILES string ... C/C=C/CC[C@@H](OC)C(=O)Oc1ccccc1
Frontier orbital gap ... 9.8 eV

Last column: natural (NBO) charge in e.
Geometry (Å):
O  -1.57  2.10  0.81  -0.58
O  -0.98  0.63  -0.85  -0.48
O  -2.29  0.07  2.41  -0.52
C  -1.34  0.96  0.37  0.76
C  2.49  -3.16  0.62  -0.16
C  1.89  -2.20  1.42  -0.21
C  0.41  3.71  -3.41  -0.21
C  -0.86  3.78  -2.85  -0.21
C  1.22  2.60  -3.05  -0.20
C  -1.34  2.77  -2.04  -0.21
C  0.80  1.64  -2.14  -0.26
C  -0.48  1.65  -1.63  0.28
C  -3.65  0.34  2.02  -0.25
C  3.32  -4.25  1.12  -0.64
C  -1.43  -0.23  1.27  -0.01
C  0.90  -1.32  0.82  -0.44
C  -0.13  -0.77  1.84  -0.39
H  2.16  -3.38  -0.40  0.19
H  2.00  -2.10  2.50  0.20
H  0.75  4.38  -4.17  0.22
H  -1.56  4.54  -3.23  0.22
H  2.29  2.37  -3.35  0.22
H  -2.33  2.69  -1.69  0.22
H  1.57  0.86  -1.94  0.22
H  -3.86  0.77  1.08  0.18
H  -4.04  1.01  2.82  0.20
H  -4.25  -0.67  2.01  0.16
H  4.20  -4.33  0.45  0.22
H  3.55  -4.14  2.16  0.21
H  2.70  -5.15  1.02  0.22
H  -1.80  -1.10  0.67  0.19
H  1.33  -0.46  0.25  0.21
H  0.35  -2.04  0.15  0.21
H  0.37  0.04  2.48  0.22
H  -0.38  -1.63  2.48  0.22

Record 2
This record from the Open Molecules 2025 dataset describes 8 unconnected molecules or ions with the total composition C29H71Cl3O7 at a distorted geometry. The level of theory is wB97M-V/def2-TZVPD.

Properties
Max |F| ... 2.9 eV/A
Energy ... -3054.530806 a.u.
Energy above the lowest of the compared OMol25 structures with the same formula, charge and spin ... 0.0000 eV
SMILES string ... ClC(Cl)Cl.CCOCC.CCOCC.CCOCC.CCOCC.CCOCC.CCOCC.CCOCC
Frontier orbital gap ... 9.8 eV

Last column: Mulliken charge in e.
Geometry (Å):
C  15.16  -8.69  -4.35  0.11
Cl  16.65  -8.35  -3.43  -0.11
Cl  15.34  -10.08  -5.46  -0.12
Cl  14.60  -7.28  -5.24  -0.12
H  14.33  -8.95  -3.69  0.24
C  13.72  -9.42  1.55  -1.10
C  12.89  -8.16  1.85  -0.31
O  13.44  -7.16  1.01  -0.28
C  12.81  -5.86  1.18  -0.17
C  13.69  -4.74  0.57  -1.20
H  13.56  -10.16  2.33  0.37
H  13.47  -9.72  0.53  0.24
H  14.76  -9.08  1.51  0.30
H  11.83  -8.38  1.71  0.31
H  12.93  -7.90  2.91  0.33
H  11.86  -5.88  0.65  0.23
H  12.74  -5.75  2.26  0.29
H  14.70  -4.76  1.00  0.31
H  13.26  -3.75  0.67  0.37
H  13.89  -4.83  -0.50  0.31
C  25.05  -14.93  -0.60  -0.99
C  24.71  -13.95  0.66  -0.29
O  23.63  -13.08  0.38  -0.34
C  22.34  -13.71  0.28  -0.09
C  21.27  -12.67  0.39  -1.29
H  25.90  -15.60  -0.44  0.37
H  24.15  -15.48  -0.86  0.28
H  25.42  -14.37  -1.46  0.27
H  24.55  -14.48  1.59  0.31
H  25.54  -13.24  0.74  0.26
H  22.31  -14.19  -0.70  0.27
H  22.03  -14.32  1.13  0.24
H  20.29  -13.14  0.50  0.36
H  21.24  -11.94  -0.42  0.32
H  21.53  -12.15  1.31  0.32
C  21.48  -15.51  -5.67  -1.17
C  20.16  -15.01  -5.21  -0.26
O  19.48  -16.00  -4.44  -0.30
C  18.08  -15.92  -4.39  -0.22
C  17.72  -16.87  -3.21  -1.19
H  21.89  -14.71  -6.29  0.37
H  22.27  -15.67  -4.94  0.28
H  21.43  -16.49  -6.14  0.30
H  20.26  -14.14  -4.57  0.29
H  19.56  -14.64  -6.04  0.33
H  17.94  -14.88  -4.12  0.31
H  17.57  -16.22  -5.31  0.28
H  17.83  -17.90  -3.54  0.29
H  16.67  -16.75  -2.95  0.39
H  18.26  -16.65  -2.29  0.29
C  8.67  3.52  -6.71  -1.08
C  9.28  2.65  -7.85  -0.31
O  9.19  1.23  -7.55  -0.33
C  10.16  0.69  -6.62  -0.20
C  10.23  -0.85  -6.60  -1.12
H  9.25  3.43  -5.80  0.29
H  8.68  4.59  -6.93  0.38
H  7.65  3.25  -6.43  0.29
H  8.79  2.92  -8.78  0.32
H  10.27  3.07  -8.02  0.30
H  11.16  1.11  -6.74  0.32
H  9.76  0.78  -5.61  0.22
H  10.04  -1.20  -7.62  0.30
H  9.48  -1.41  -6.05  0.30
H  11.25  -1.19  -6.45  0.32
C  4.88  -7.48  -12.05  -1.17
C  5.19  -7.06  -10.58  -0.23
O  6.62  -7.26  -10.49  -0.29
C  7.09  -6.66  -9.26  -0.24
C  8.60  -7.05  -9.19  -1.16
H  4.96  -8.56  -12.21  0.29
H  3.86  -7.29  -12.37  0.39
H  5.55  -7.01  -12.76  0.30
H  4.96  -6.01  -10.40  0.28
H  4.63  -7.63  -9.84  0.29
H  7.02  -5.58  -9.32  0.30
H  6.63  -7.09  -8.37  0.26
H  8.82  -8.03  -9.61  0.32
H  9.01  -7.11  -8.19  0.36
H  9.29  -6.33  -9.62  0.29
C  10.47  -12.96  -2.33  -1.14
C  9.30  -12.34  -1.50  -0.27
O  9.04  -11.01  -1.98  -0.27
C  7.94  -10.37  -1.44  -0.27
C  8.22  -8.92  -1.79  -1.13
H  11.39  -12.40  -2.17  0.26
H  10.57  -13.99  -1.97  0.37
H  10.32  -12.96  -3.41  0.32
H  8.44  -13.01  -1.60  0.30
H  9.68  -12.23  -0.49  0.28
H  7.07  -10.73  -1.99  0.29
H  7.76  -10.47  -0.37  0.33
H  9.14  -8.66  -1.28  0.24
H  7.32  -8.32  -1.60  0.39
H  8.33  -8.77  -2.87  0.29
C  15.85  -8.78  -12.05  -1.08
C  16.53  -9.18  -10.76  -0.27
O  17.87  -9.58  -11.16  -0.33
C  18.84  -9.47  -10.11  -0.23
C  20.26  -9.79  -10.64  -1.16
H  16.59  -8.21  -12.60  0.29
H  15.63  -9.63  -12.68  0.28
H  14.93  -8.25  -11.78  0.35
H  16.57  -8.43  -9.97  0.34
H  16.06  -10.07  -10.35  0.26
H  18.77  -8.47  -9.68  0.35
H  18.65  -10.21  -9.34  0.25
H  20.13  -10.76  -11.12  0.29
H  21.01  -9.81  -9.85  0.35
H  20.56  -9.13  -11.46  0.31

Record 3
This record from the Open Molecules 2025 dataset describes C2H4N6 in the gas phase at a distorted geometry. The level of theory is wB97M-V/def2-TZVPD.

Properties
Max |F| ... 4.3 eV/A
Energy ... -406.983973 a.u.
Energy above the lowest of the compared OMol25 structures with the same formula, charge and spin ... 3.6175 eV
SMILES string ... [H]/N=c1/cnnnn1N
Frontier orbital gap ... 8.3 eV

Last column: natural (NBO) charge in e.
Geometry (Å):
C  -0.20  -1.61  0.86  0.05
C  -0.73  -0.35  0.36  0.29
H  0.35  2.52  -0.12  0.39
H  0.46  1.76  -1.74  0.38
H  -0.89  -2.11  1.49  0.22
H  -1.87  0.94  -0.17  0.36
N  0.02  1.71  -0.87  -0.66
N  0.27  0.32  -0.38  -0.10
N  1.52  -0.15  -0.64  0.02
N  1.91  -1.24  -0.07  -0.06
N  1.11  -1.89  0.78  -0.23
N  -1.95  0.11  0.51  -0.66